Here is a 2-piece molecular cluster, C2HClN2 overall from the OMol25 dataset. Energies are from ωB97M-V/def2-TZVPD.

Values from the calculation:
- calculated total energy (eV) = -17589.1365
- lowest unoccupied orbital energy (eV) = -0.96
- highest occupied orbital energy (eV) = -11.28
- energy relative to the best compared isomer or geometry (same formula, charge and spin) (eV) = 2.552
- frontier orbital gap (hartree) = 0.37933
- strongest force on any atom (eV Å⁻¹) = 5.463

```
! RIJCOSX wB97M-V def2-TZVPD def2/J DEFGRID3
* xyz 0 1
C 1.438 -0.769 0.045
C -0.311 0.404 -0.109
N 2.224 -1.585 -0.064
N -1.345 -0.215 -0.007
Cl 0.258 1.958 -0.020
H -2.264 0.206 0.155
*
```

=====

Here is C28H21BCo2F3NO8 as an isolated structure from the OMol25 dataset. Energies are from ωB97M-V/def2-TZVPD.

Values from the calculation:
- calculated total energy (eV) = -131311.2720
- lowest unoccupied orbital energy (eV) = -11.26
- highest occupied orbital energy (eV) = -14.34
- frontier orbital gap (hartree) = 0.11291
- strongest force on any atom (eV Å⁻¹) = 7.332

```
! RIJCOSX wB97M-V def2-TZVPD def2/J DEFGRID3
* xyz 2 1
O -6.655 -2.437 4.489
C -5.849 -2.322 3.665
Co -4.547 -2.008 2.499
C -3.597 -3.496 2.389
O -2.835 -4.361 2.276
C -5.326 -1.991 0.927
O -5.747 -1.887 -0.146
C -3.396 -0.495 3.413
C -3.154 -0.609 2.033
C -2.175 -1.168 1.241
C -2.024 -0.919 -0.183
C -1.227 -1.794 -0.945
C -1.158 -1.640 -2.315
C -1.855 -0.582 -2.927
C -2.612 0.322 -2.167
C -2.685 0.165 -0.787
Co -4.275 0.934 2.807
C -5.482 1.091 4.073
O -6.308 1.106 4.871
C -5.110 1.414 1.398
O -5.649 1.645 0.400
C -3.065 2.151 2.994
O -2.218 2.924 3.181
H -2.670 -0.694 4.215
H -1.458 -1.860 1.736
H -0.656 -2.526 -0.375
H -0.545 -2.343 -2.874
H -1.799 -0.465 -4.008
H -3.163 1.152 -2.613
H -3.265 0.825 -0.130
C 4.572 -1.408 -3.083
C 5.006 -0.133 -2.409
C 6.128 -0.353 -1.427
C 5.441 0.872 -3.461
O 3.835 0.433 -1.668
C 3.276 -0.319 -0.681
N 2.213 0.319 -0.008
C 1.510 -0.247 1.098
B 1.513 -1.793 1.700
F 0.468 -1.785 2.647
F 1.198 -2.623 0.616
F 2.708 -2.052 2.315
C 0.629 0.686 1.549
C 0.725 1.861 0.740
C 1.725 1.639 -0.234
C 2.001 2.605 -1.193
C 1.253 3.809 -1.180
C 0.252 4.019 -0.214
C 0.000 3.046 0.752
O 3.617 -1.435 -0.356
H 3.753 -1.192 -3.786
H 5.400 -1.856 -3.648
H 4.243 -2.116 -2.316
H 6.421 0.609 -0.981
H 5.791 -1.052 -0.655
H 7.007 -0.781 -1.927
H 5.779 1.817 -3.016
H 6.298 0.468 -4.023
H 4.651 1.070 -4.196
H -0.069 0.641 2.375
H 2.792 2.412 -1.913
H 1.446 4.594 -1.915
H -0.337 4.939 -0.181
H -0.736 3.176 1.543
*
```

=====

Here is one molecule with the formula CH7NO2P2 from the OMol25 dataset. Energies are from ωB97M-V/def2-TZVPD.

Values from the calculation:
- structure (SMILES) = C[P@](=O)(P)NO
- calculated total energy (eV) = -25311.6806
- lowest unoccupied orbital energy (eV) = 0.51
- highest occupied orbital energy (eV) = -9.89
- energy relative to the best compared isomer or geometry (same formula, charge and spin) (eV) = 0.000
- frontier orbital gap (hartree) = 0.38234
- strongest force on any atom (eV Å⁻¹) = 2.452

```
! RIJCOSX wB97M-V def2-TZVPD def2/J DEFGRID3
* xyz 0 1
C 1.515 -0.261 0.452
N -0.501 -1.243 -1.026
O 0.331 1.049 -1.821
O -1.163 -1.886 0.016
P -1.055 1.284 1.020
P 0.082 0.294 -0.564
H 1.242 -0.398 1.519
H 1.673 -1.208 -0.015
H 2.295 0.502 0.546
H -1.182 -0.954 -1.768
H -1.577 -1.330 0.671
H -1.746 2.010 0.015
H 0.088 2.141 0.954
*
```

=====

Here is one molecule with the formula C12H14N2O from the OMol25 dataset. Energies are from ωB97M-V/def2-TZVPD.

Values from the calculation:
- calculated total energy (eV) = -17691.2701
- lowest unoccupied orbital energy (spin up / spin down) (eV) = 0.77 / -1.39
- highest occupied orbital energy (spin up / spin down) (eV) = -4.81 / -8.65
- energy relative to the best compared isomer or geometry (same formula, charge and spin) (eV) = 0.609
- frontier orbital gap (spin up / spin down) (hartree) = 0.20501 / 0.26693
- strongest force on any atom (eV Å⁻¹) = 6.602

```
! RIJCOSX wB97M-V def2-TZVPD def2/J DEFGRID3
* xyz 0 3
C -4.042 1.086 0.347
C -4.424 -0.267 0.103
C -2.747 1.463 0.176
C -3.472 -1.220 -0.149
C -1.725 0.444 -0.126
C 1.739 1.107 1.388
C 1.871 -0.206 1.498
C 2.240 1.168 -1.179
C 2.141 -0.388 -1.100
C 1.521 1.761 0.076
C 1.840 -0.978 0.267
C 1.823 -2.306 0.419
N -2.153 -0.871 -0.190
N -0.453 0.587 -0.316
O 0.110 1.831 -0.140
H -4.754 1.683 0.667
H -5.392 -0.501 0.275
H -2.301 2.506 0.306
H -3.569 -2.221 -0.264
H 1.755 1.566 2.364
H 1.907 -0.664 2.381
H 3.223 1.430 -1.167
H 1.775 1.450 -2.023
H 1.256 -0.819 -1.814
H 2.957 -0.715 -1.644
H 1.657 2.877 -0.014
H 1.657 -2.789 1.466
H 1.842 -2.956 -0.356
H -1.459 -1.456 -0.606
*
```

=====

Here is AgCl2FMg2N4O12 as an isolated structure from the OMol25 dataset. Energies are from ωB97M-V/def2-TZVPD.

Values from the calculation:
- calculated total energy (eV) = -73175.2875
- lowest unoccupied orbital energy (eV) = 1.61
- highest occupied orbital energy (eV) = -1.04
- frontier orbital gap (hartree) = 0.09731
- strongest force on any atom (eV Å⁻¹) = 7.006

```
! RIJCOSX wB97M-V def2-TZVPD def2/J DEFGRID3
* xyz -2 1
Mg 2.839 1.445 0.101
Mg -0.127 -1.290 0.080
Ag -1.881 1.771 1.922
Cl 1.889 -0.575 0.543
Cl 3.239 -2.326 -3.301
F 2.521 1.849 -1.856
N 1.665 3.640 0.793
O 1.234 4.750 0.731
O 1.105 2.552 0.777
O 2.960 3.464 0.800
N 0.167 -3.330 -1.225
O 0.157 -4.335 -1.979
O -0.186 -2.264 -1.637
O 0.429 -3.356 0.076
N -2.204 -1.815 2.214
O -1.349 -1.282 1.542
O -1.818 -2.835 2.770
O -3.381 -1.570 2.102
N -1.780 1.389 -1.149
O -1.859 2.437 -0.604
O -1.168 0.454 -0.604
O -2.451 1.226 -2.097
*
```

=====

Here is C31H47ClO2P2Ru as an isolated structure from the OMol25 dataset. Energies are from ωB97M-V/def2-TZVPD.

Values from the calculation:
- calculated total energy (eV) = -70665.8752
- lowest unoccupied orbital energy (spin up / spin down) (eV) = -5.20 / -8.84
- highest occupied orbital energy (spin up / spin down) (eV) = -11.54 / -12.33
- energy relative to the best compared isomer or geometry (same formula, charge and spin) (eV) = 0.177
- frontier orbital gap (spin up / spin down) (hartree) = 0.23272 / 0.12824
- strongest force on any atom (eV Å⁻¹) = 4.556

```
! RIJCOSX wB97M-V def2-TZVPD def2/J DEFGRID3
* xyz 2 5
Ru -1.453 -1.617 -2.982
C 2.273 2.314 -1.488
C 0.952 2.850 -1.496
C 1.791 3.050 0.636
C 2.795 2.458 -0.176
C 0.645 3.271 -0.178
C 3.019 1.716 -2.616
H 2.449 1.746 -3.547
H 3.276 0.667 -2.413
H 3.967 2.242 -2.797
C 4.139 2.075 0.289
H 4.687 1.548 -0.499
H 4.072 1.405 1.155
H 4.729 2.956 0.582
C 1.928 3.358 2.073
H 2.760 4.056 2.259
H 2.127 2.451 2.669
H 1.016 3.829 2.462
C -0.631 3.906 0.223
H -0.752 4.905 -0.224
H -0.706 4.027 1.303
H -1.486 3.305 -0.106
C 0.036 2.937 -2.647
H -0.254 3.985 -2.828
H -0.900 2.379 -2.482
H 0.503 2.560 -3.563
C -1.838 -3.565 -2.987
C -1.658 -3.053 -4.318
C -2.851 -2.803 -5.219
C -3.787 -1.691 -4.655
C -3.170 -0.880 -3.539
C -3.244 -1.276 -2.155
C -3.905 -2.571 -1.769
C -3.207 -3.811 -2.387
H -3.398 -3.742 -5.430
H -4.742 -2.135 -4.345
H -2.467 -2.448 -6.184
H -3.883 -4.292 -3.103
H -1.047 -4.229 -2.612
H -0.717 -3.287 -4.826
H -3.073 -4.552 -1.585
H -3.892 -2.676 -0.670
H -3.335 -0.470 -1.430
H -4.972 -2.554 -2.051
H -3.966 -0.969 -5.473
H -3.060 0.180 -3.748
P 0.518 -1.316 1.188
P -1.741 0.571 1.510
C -1.072 -2.151 1.605
C -2.149 -1.151 2.083
H -0.880 -2.932 2.362
H -1.431 -2.614 0.666
H -3.141 -1.413 1.685
H -2.208 -1.157 3.177
C -1.559 1.216 3.262
H -0.949 2.126 3.272
H -1.092 0.466 3.913
H -2.551 1.456 3.678
C -3.468 1.218 1.315
H -4.134 0.713 2.030
H -3.828 1.051 0.293
H -3.474 2.297 1.532
C 1.241 -2.456 -0.036
H 1.568 -1.880 -0.908
H 0.467 -3.149 -0.383
H 2.094 -2.998 0.389
C 0.324 -0.624 -3.176
H 0.058 0.160 -3.897
H 1.171 -1.227 -3.573
H 0.585 -0.140 -2.212
Cl 4.120 0.519 8.033
C 3.775 0.172 6.400
C 4.700 -0.571 5.642
C 4.409 -0.866 4.311
C 3.177 -0.461 3.798
C 2.298 0.360 4.506
C 2.605 0.696 5.820
C 2.774 -0.948 2.477
O 3.445 -0.938 1.457
O 1.467 -1.439 2.518
H 5.636 -0.886 6.090
H 5.110 -1.379 3.645
H 1.405 0.759 4.008
H 1.960 1.360 6.390
*
```

=====

Here is a 5-piece molecular cluster, C25H59O11Si overall from the OMol25 dataset. Energies are from ωB97M-V/def2-TZVPD.

Values from the calculation:
- calculated total energy (eV) = -57274.5069
- lowest unoccupied orbital energy (eV) = 2.21
- highest occupied orbital energy (eV) = -1.66
- frontier orbital gap (hartree) = 0.14242
- strongest force on any atom (eV Å⁻¹) = 3.613

```
! RIJCOSX wB97M-V def2-TZVPD def2/J DEFGRID3
* xyz -1 1
C 4.501 2.645 -1.376
C 3.896 2.206 -2.802
O 3.091 2.959 -3.361
O 4.389 0.987 -3.326
C 3.389 -0.079 -3.230
C 3.494 -0.775 -1.799
C 2.224 -0.599 -0.842
C 1.378 0.739 -1.066
O 1.045 1.244 0.302
Si -0.305 0.450 -1.896
C -0.394 1.417 -3.573
C -1.703 1.210 -0.788
C -0.782 -1.380 -2.201
H 5.380 1.976 -1.069
H 4.947 3.701 -1.449
H 3.652 2.611 -0.623
H 3.725 -0.865 -4.000
H 2.351 0.242 -3.545
H 4.487 -0.460 -1.325
H 3.604 -1.907 -1.988
H 1.628 -1.575 -0.884
H 2.639 -0.541 0.232
H 1.867 1.526 0.743
H 0.633 1.541 -4.042
H -0.791 2.466 -3.339
H -1.120 0.841 -4.249
H -1.526 2.329 -0.732
H -1.690 0.687 0.222
H -2.688 1.049 -1.360
H -0.968 -1.869 -1.175
H -1.736 -1.480 -2.836
H 0.054 -2.010 -2.677
C -4.330 7.197 -0.042
O -3.793 6.850 1.226
C -4.117 5.512 1.605
C -2.960 4.557 1.332
O -2.692 4.445 -0.062
C -1.598 5.256 -0.471
H -3.810 8.089 -0.397
H -4.196 6.402 -0.777
H -5.396 7.428 0.059
H -5.030 5.177 1.101
H -4.315 5.525 2.682
H -3.240 3.559 1.683
H -2.060 4.862 1.876
H -0.658 4.766 -0.204
H -1.632 6.252 -0.022
H -1.643 5.363 -1.556
C -10.102 3.040 3.472
O -9.800 3.878 4.579
C -8.499 3.634 5.108
C -7.489 4.659 4.605
O -7.294 4.555 3.198
C -8.042 5.524 2.475
H -10.953 3.470 2.942
H -9.265 2.960 2.775
H -10.377 2.041 3.828
H -8.171 2.615 4.876
H -8.575 3.721 6.196
H -6.522 4.457 5.076
H -7.789 5.676 4.881
H -7.532 6.491 2.521
H -9.060 5.628 2.857
H -8.094 5.202 1.433
C 5.529 -3.870 -4.161
O 5.419 -3.925 -2.745
C 5.196 -5.249 -2.269
C 6.487 -5.885 -1.764
O 7.428 -6.072 -2.818
C 8.412 -5.047 -2.854
H 5.987 -2.917 -4.429
H 6.149 -4.677 -4.558
H 4.532 -3.920 -4.611
H 4.731 -5.867 -3.044
H 4.492 -5.173 -1.434
H 6.254 -6.878 -1.365
H 6.925 -5.293 -0.953
H 9.166 -5.235 -2.085
H 7.980 -4.055 -2.707
H 8.893 -5.074 -3.833
C 1.364 -6.245 4.003
O 2.698 -6.591 3.660
C 2.759 -7.516 2.578
C 3.057 -6.813 1.257
O 2.000 -5.939 0.878
C 2.278 -4.581 1.204
H 1.393 -5.337 4.608
H 0.748 -6.054 3.122
H 0.914 -7.049 4.596
H 1.833 -8.098 2.512
H 3.576 -8.211 2.797
H 3.141 -7.571 0.471
H 4.009 -6.273 1.304
H 2.959 -4.158 0.460
H 2.715 -4.477 2.200
H 1.340 -4.026 1.178
*
```

=====

Here is a 3-piece molecular cluster, C4H16NO3 overall from the OMol25 dataset. Energies are from ωB97M-V/def2-TZVPD.

Values from the calculation:
- calculated total energy (eV) = -12031.5978
- lowest unoccupied orbital energy (eV) = -3.55
- highest occupied orbital energy (eV) = -12.93
- energy relative to the best compared isomer or geometry (same formula, charge and spin) (eV) = 3.035
- frontier orbital gap (hartree) = 0.34491
- strongest force on any atom (eV Å⁻¹) = 5.073

```
! RIJCOSX wB97M-V def2-TZVPD def2/J DEFGRID3
* xyz 1 1
C 1.563 -0.404 0.780
C 0.756 0.596 -0.029
C 0.105 0.052 -1.306
C -1.275 -0.569 -0.939
O -1.881 0.247 0.014
N 3.102 -0.575 0.136
H 1.091 -1.420 0.524
H 1.480 -0.165 1.767
H -0.027 1.226 0.554
H 1.319 1.537 -0.172
H 0.862 -0.653 -1.737
H -0.052 0.933 -2.044
H -1.862 -0.538 -1.885
H -1.488 -1.617 -0.464
H -1.836 1.215 -0.155
H 3.589 0.286 -0.038
H 3.020 -1.269 -0.650
H 3.804 -1.037 0.756
H -0.762 3.295 -0.152
H -1.519 3.042 -1.409
O -0.971 2.550 -0.726
H -1.465 -1.266 1.674
H -1.900 -2.461 2.584
O -1.256 -2.189 1.820
*
```

=====

Question: Which of these has the highest calculated total energy?
Answer: C4H16NO3

=====

Question: Among the records above, which one has the highest strongest force on any atom?
Answer: C28H21BCo2F3NO8